An isolated molecule of C4H6N2S2 in a non-equilibrium geometry, computed with the ωB97M-V functional and the def2-TZVPD basis.

Element x y z (Å)
1 C 1.5723 1.0979 0.3689
2 N 2.0023 -0.0558 0.2558
3 S 0.9339 -1.2187 -0.7053
4 C -0.7054 -1.5034 0.0741
5 C -0.9111 -0.8215 1.4602
6 C -1.7599 -0.3588 0.1027
7 S -1.0922 1.1753 -0.7122
8 N 0.2835 1.6020 0.5312
9 H 2.3641 1.8334 0.7480
10 H -0.8909 -2.6419 0.1276
11 H -0.1531 -0.2463 1.9918
12 H -1.5214 -1.4758 2.0005
13 H -2.6471 -0.6959 -0.3479
14 H 0.2060 2.6117 0.6153

Energy above the lowest of the compared OMol25 structures with the same formula, charge and spin in kJ/mol: 415.6
Molar mass in g mol⁻¹: 146.2
Structure (SMILES): C1=NS[C@H]2C[C@H]2SN1
LUMO in eV: 0.29